No. 1
Computed, not measured: a single C18H22N4O2 molecule, with wB97M-V/def2-TZVPD.

Calculated values
- LUMO energy: 0.7 eV
- E: -1068.63994 hartree
- Spin multiplicity: 1
- HOMO-LUMO gap: 9.59 eV

Last column: natural (NBO) charge in e.
Positions of all 46 atoms, in Å:
C: 5.8967 0.2748 -1.9883  -0.5996
C: 4.7407 -0.3608 -1.2262  -0.3973
C: 5.0086 -0.3926 0.2763  -0.3815
C: 3.8566 -1.0438 1.0528  -0.4599
C: 2.6110 -0.2496 0.9296  0.5388
N: 1.5228 -0.6198 0.3458  -0.4929
C: 0.6618 0.4487 0.4772  0.1284
C: -0.6456 0.6293 0.0580  -0.2250
C: -1.2647 1.8246 0.3921  -0.1407
C: -2.7185 2.0306 0.1088  0.6745
O: -3.4460 2.6245 0.8793  -0.6201
N: -3.1577 1.5108 -1.0640  -0.6112
C: -4.5592 1.2506 -1.2974  -0.2193
C: -4.8235 -0.2634 -1.3901  -0.4278
C: -4.0800 -0.9887 -0.3171  -0.1231
C: -4.2397 -0.8908 1.0758  -0.0681
N: -3.3343 -1.6116 1.7082  -0.2517
N: -2.5855 -2.1779 0.7709  -0.1576
C: -1.4528 -2.9858 1.1195  -0.4128
C: -2.9939 -1.8284 -0.4663  -0.0807
C: -0.5854 2.8121 1.1169  -0.1580
C: 0.7282 2.6600 1.5147  -0.2479
C: 1.3357 1.4618 1.1876  0.2396
O: 2.5810 0.9991 1.4646  -0.4220
H: 6.0548 1.2994 -1.6585  0.2024
H: 6.8157 -0.2833 -1.8224  0.2006
H: 5.6902 0.2863 -3.0556  0.2109
H: 3.8237 0.1997 -1.4204  0.1998
H: 4.5829 -1.3802 -1.5848  0.1971
H: 5.1561 0.6251 0.6439  0.2060
H: 5.9234 -0.9560 0.4703  0.2058
H: 3.6569 -2.0449 0.6712  0.2358
H: 4.1259 -1.1089 2.1096  0.2320
H: -1.1578 -0.1590 -0.4689  0.2228
H: -2.5030 1.0239 -1.6556  0.3905
H: -5.0919 1.6831 -0.4479  0.2345
H: -4.8886 1.7481 -2.2156  0.1953
H: -4.4948 -0.6354 -2.3640  0.2035
H: -5.8974 -0.4383 -1.3023  0.2245
H: -4.9664 -0.3286 1.6261  0.2153
H: -1.5007 -3.9511 0.6129  0.2036
H: -0.5205 -2.4835 0.8464  0.2190
H: -1.4757 -3.1372 2.1964  0.2353
H: -2.5113 -2.2064 -1.3470  0.2156
H: -1.1283 3.7094 1.3705  0.2366
H: 1.2505 3.4242 2.0669  0.2294


No. 2
Computed, not measured: CHBrClO4S as an isolated structure, with wB97M-V/def2-TZVPD.

Calculated values
- LUMO energy: 3.4 eV
- Charge: -1
- E: -3772.13482 hartree
- Spin multiplicity: 1
- HOMO-LUMO gap: 8.00 eV

Last column: natural (NBO) charge in e.
Positions of all 9 atoms, in Å:
C: 0.1464 -1.2183 0.7212  0.6215
O: -1.7880 -1.4864 -1.6848  -0.9834
O: -2.8451 -2.2372 0.3176  -0.9683
O: 0.5041 -0.2480 -0.1361  -0.7431
O: -0.0179 -1.0949 1.9018  -0.6251
S: -1.8586 -1.3714 -0.2614  1.6772
Cl: 0.4556 -2.7589 -0.0184  -0.0638
Br: -2.4560 0.7769 0.0113  -0.4364
H: 0.1248 0.6667 -0.0325  0.5213


No. 3
Computed, not measured: an isolated ion of composition C3H8N3O and charge +1, with wB97M-V/def2-TZVPD.

Calculated values
- LUMO energy: -3.8 eV
- Charge: +1
- E: -358.27783 hartree
- Spin multiplicity: 1
- HOMO-LUMO gap: 10.18 eV

Last column: natural (NBO) charge in e.
Positions of all 15 atoms, in Å:
N: 0.4099 1.6708 0.0765  -0.7098
C: 0.5978 0.2419 0.2542  0.4058
O: 1.1909 -0.0421 1.5393  -0.6648
C: -0.7683 -0.5691 0.1051  -0.5069
C: -0.1794 -1.7447 -0.7877  -0.3116
N: 0.9767 -1.3011 -1.3819  -0.0309
N: 1.5311 -0.3273 -0.9390  -0.1155
H: -0.5315 1.9058 -0.2482  0.4558
H: 1.1657 2.1430 -0.4972  0.4809
H: 0.2629 2.0526 1.0193  0.4660
H: 1.6101 -0.8284 1.3598  0.4900
H: -1.6308 -0.0337 -0.4919  0.2379
H: -1.0868 -0.9035 1.1638  0.2818
H: 0.0980 -2.6856 -0.2784  0.2651
H: -0.9174 -2.0138 -1.5146  0.2560


No. 4
Computed, not measured: a 4-piece molecular cluster, C29H40N5O4PS2 overall, with wB97M-V/def2-TZVPD.

Calculated values
- LUMO energy: 0.0 eV
- E: -2841.50029 hartree
- Spin multiplicity: 1
- HOMO-LUMO gap: 8.34 eV

Last column: Mulliken charge in e.
Positions of all 81 atoms, in Å:
C: -2.6751 0.0964 4.1844  -1.0566
C: -2.1758 0.0089 2.9344  -0.7459
C: -0.6970 0.0205 2.6044  2.2805
C: -0.4951 -1.0710 1.4831  -0.8422
C: 0.2396 -0.7108 0.1780  -0.0721
C: 1.6194 -1.3865 0.1414  -0.4966
S: 2.6433 -0.7665 -1.2307  -0.2511
C: 3.6190 0.4601 -0.3870  0.0033
S: 3.6310 1.9829 -0.9653  -0.1684
N: 4.2985 -0.0176 0.7302  0.3374
C: 5.3313 -1.0372 0.3226  -0.7026
C: 4.8768 -2.4771 0.5857  -0.8300
C: 4.9346 1.0485 1.5211  -1.0498
C: 5.2991 0.5122 2.9193  -1.2236
C: 0.2292 -0.4821 3.7243  -0.8028
O: -0.0378 -1.0993 4.7197  -0.6336
N: 1.5311 -0.0715 3.3728  -0.1187
C: 1.4671 1.1565 2.5166  -0.0528
C: -0.0478 1.4151 2.4458  -0.4214
P: -0.7665 2.6135 1.2922  0.9684
O: -2.2140 2.4435 1.1379  -0.7321
O: -0.4497 4.0417 1.9486  -0.6275
O: 0.0370 2.6772 -0.0816  -0.3754
H: -2.4118 0.9257 4.8366  0.2605
H: -3.3701 -0.6578 4.5383  0.2821
H: -2.8382 -0.0639 2.0765  0.4497
H: -1.4744 -1.4742 1.2383  0.7060
H: 0.0633 -1.9006 1.9238  -0.2726
H: 0.3916 0.3522 0.0208  -0.3918
H: -0.3226 -1.1155 -0.6645  0.4880
H: 1.5113 -2.4647 0.0238  0.6486
H: 2.1687 -1.1693 1.0565  -0.1451
H: 5.5200 -0.8835 -0.7398  0.3938
H: 6.2423 -0.8218 0.8743  0.4976
H: 5.7142 -3.0848 0.9280  0.4222
H: 4.0945 -2.4883 1.3427  -0.0481
H: 4.4769 -2.9239 -0.3221  0.3078
H: 4.2578 1.8886 1.6331  0.5778
H: 5.8473 1.3808 1.0191  0.6105
H: 6.3532 0.2523 3.0047  0.3910
H: 4.6886 -0.3591 3.1572  0.2720
H: 5.1007 1.2846 3.6634  0.3418
H: 2.0199 0.1598 4.2298  0.4403
H: 2.0087 1.9276 3.0626  0.6970
H: 1.8883 0.9759 1.5314  -0.6599
H: -0.2642 1.8957 3.4132  0.8275
H: 0.2621 3.9906 2.5959  0.3685
H: -0.3026 2.0507 -0.7379  0.1331
C: -3.6186 0.2711 -4.1597  -0.0758
C: -3.5985 1.1115 -3.0579  -0.8145
C: -2.3959 1.7024 -2.7075  -0.0966
N: -1.2547 1.5079 -3.3671  -0.4616
C: -1.2904 0.6963 -4.4232  -0.3754
C: -2.4427 0.0570 -4.8592  -0.4066
H: -4.5403 -0.2071 -4.4657  0.4094
H: -4.4940 1.3059 -2.4837  0.4487
H: -2.3313 2.3770 -1.8583  0.5237
H: -0.3486 0.5543 -4.9411  0.4508
H: -2.4144 -0.5894 -5.7250  0.3994
C: -0.8033 -5.0937 3.6109  -0.4923
C: 0.2431 -4.1859 3.5783  -0.1686
C: 1.3304 -4.4669 2.7633  -0.0950
N: 1.4309 -5.5605 2.0100  -0.5817
C: 0.4181 -6.4234 2.0555  -0.3249
C: -0.7157 -6.2378 2.8337  -0.3414
H: -1.6713 -4.9107 4.2312  0.4202
H: 0.2226 -3.2796 4.1677  0.4956
H: 2.1678 -3.7775 2.7083  0.3502
H: 0.5232 -7.3075 1.4361  0.3641
H: -1.5083 -6.9738 2.8275  0.3747
C: -5.8493 4.5751 -6.0060  -0.3561
C: -5.7496 4.1855 -7.3321  -0.3430
C: -4.7112 3.3402 -7.6943  -0.2415
N: -3.7995 2.8818 -6.8393  -0.4670
C: -3.9078 3.2668 -5.5682  -0.2448
C: -4.9093 4.1063 -5.1031  -0.5031
H: -6.6455 5.2334 -5.6825  0.3684
H: -6.4599 4.5278 -8.0723  0.3605
H: -4.6017 3.0116 -8.7223  0.3659
H: -3.1507 2.8836 -4.8992  0.6775
H: -4.9471 4.3837 -4.0581  0.3960


No. 5
Computed, not measured: a 12-piece molecular cluster, C5H33NO13 overall, with wB97M-V/def2-TZVPD.

Calculated values
- LUMO energy: 0.2 eV
- E: -1243.15966 hartree
- Spin multiplicity: 1
- HOMO-LUMO gap: 8.93 eV

Last column: natural (NBO) charge in e.
Positions of all 52 atoms, in Å:
C: -3.4284 2.4318 2.1820  -0.4071
N: -2.4941 1.5158 1.4892  -0.6938
C: -2.3134 0.1839 2.0687  -0.2104
C: -0.8152 -0.2316 2.0127  -0.3938
C: -0.2715 -0.1729 0.5945  -0.5674
C: 0.5222 1.0535 0.3092  0.8629
O: 0.4168 1.6973 -0.7177  -0.6225
O: 1.5654 1.2911 1.1174  -0.7435
H: -3.2414 3.3560 1.6322  0.1950
H: -4.4702 2.1578 1.9830  0.1702
H: -3.3145 2.5103 3.2584  0.1967
H: -2.8173 1.4676 0.5301  0.4047
H: -2.9078 -0.6422 1.6912  0.1898
H: -2.5105 0.3411 3.1333  0.1804
H: -0.8063 -1.2135 2.4996  0.1939
H: -0.2852 0.4403 2.6892  0.2090
H: 0.3423 -1.0351 0.3381  0.2702
H: -1.0773 -0.1873 -0.1408  0.2633
H: 1.6962 2.1952 1.4244  0.5244
O: -3.1174 -1.4975 -0.9445  -0.9839
H: -3.0080 -1.3245 -1.8897  0.5110
H: -3.7143 -2.2170 -0.7508  0.4663
O: -2.2178 -1.6461 -3.5833  -0.9398
H: -1.3392 -1.9356 -3.8721  0.4857
H: -2.2955 -0.9618 -4.2640  0.4660
O: -0.7453 -3.9285 -1.7815  -0.9681
H: -0.1238 -4.2758 -1.1362  0.4893
H: -1.5767 -3.7308 -1.3432  0.4760
O: 2.2519 -1.9749 -0.7335  -0.9647
H: 2.6000 -2.3101 -1.5670  0.4655
H: 2.0631 -2.7977 -0.2527  0.4948
O: 0.7095 -4.0949 0.8176  -0.9823
H: 1.3302 -3.9667 1.5643  0.5094
H: 0.0505 -3.4342 1.0627  0.4702
O: 0.7019 4.9897 -2.8646  -0.9307
H: 0.4303 4.1124 -3.1648  0.4654
H: 1.6329 4.7875 -2.7034  0.4659
O: 4.4214 0.5689 -1.5417  -0.9520
H: 3.7995 -0.0900 -1.2033  0.4816
H: 4.1326 0.6920 -2.4505  0.4698
O: 3.3776 -0.5137 1.4589  -0.9647
H: 4.0297 0.0146 0.9923  0.4931
H: 3.0249 0.0189 2.1727  0.4843
O: -2.2049 1.3704 -1.4266  -1.0021
H: -2.4351 1.8273 -2.2324  0.4731
H: -1.2621 1.4776 -1.1839  0.5025
O: 2.9560 -3.0650 2.1703  -0.9702
H: 3.6722 -3.0165 1.5564  0.4785
H: 2.8125 -2.1058 2.2806  0.4967
O: -0.2621 3.5517 1.0234  -0.9828
H: -1.1220 3.1100 0.9551  0.4957
H: -0.2456 4.2889 0.4109  0.4787


No. 6
Computed, not measured: a 10-piece molecular cluster, C47H55F10N4O32 overall, with wB97M-V/def2-TZVPD.

Calculated values
- LUMO energy: -4.9 eV
- Charge: +1
- E: -5448.90197 hartree
- Spin multiplicity: 1
- HOMO-LUMO gap: 5.92 eV

Last column: Mulliken charge in e.
Positions of all 148 atoms, in Å:
C: 0.6749 2.5959 3.1367  -0.6319
C: -0.1684 1.2609 3.5726  -0.5941
C: 0.1040 0.1611 2.4046  1.5934
C: -0.2718 -1.3395 2.8381  -1.0634
C: -0.5727 0.6755 1.0434  -0.8206
C: 0.4280 1.0495 -0.1893  0.5586
C: 1.7176 0.1237 -0.4297  -1.1725
O: 2.9244 0.6304 0.2367  -0.2311
C: 3.7500 -0.5650 0.3784  0.2313
C: 3.7999 -1.1842 1.7978  0.1441
C: 4.6432 -2.4951 1.9526  -0.0959
C: 5.3630 -3.1278 0.7209  -0.4470
C: 5.2970 -2.4418 -0.6888  -0.4726
C: 4.4607 -1.1295 -0.8801  -0.3739
N: -0.4265 0.6775 -1.3976  -0.3187
C: -1.8097 0.6188 -0.8943  -0.4002
N: -2.8876 1.1563 -1.4673  0.5158
C: -2.8834 1.9015 -2.7608  -0.0306
O: -3.9749 1.9904 -3.3695  -0.4042
N: -1.6946 2.5226 -3.3740  -0.0623
C: -1.0797 3.5331 -2.5217  0.6714
O: -1.7315 4.1910 -1.6972  -0.4350
F: 0.3351 3.7203 -2.6864  -0.2561
N: -1.6619 -0.1092 0.3801  0.4128
C: -2.9453 -0.2991 1.1156  0.3687
C: -3.7260 -1.5196 0.3579  -0.4802
O: -5.0943 -1.1718 -0.0035  -0.3882
C: -5.3635 -1.4027 -1.3820  0.7039
C: -6.1249 -0.2230 -2.1918  -0.7694
O: -5.0998 -2.4485 -2.0199  -0.5133
H: 1.1254 3.1397 4.0305  0.3717
H: -0.0531 3.2442 2.5359  0.0435
H: 1.5377 2.2955 2.4238  0.1714
H: -1.2883 1.4770 3.7070  0.1297
H: 0.3084 0.9086 4.5586  0.6098
H: 1.2530 0.1761 2.2579  -0.7653
H: 0.5483 -1.7196 3.5620  0.2313
H: -0.4124 -2.0748 1.9760  0.2784
H: -1.2210 -1.2606 3.4995  0.1185
H: -1.1040 1.6753 1.2702  0.2443
H: 0.7851 2.1493 -0.1622  0.1890
H: 1.4882 -0.8934 0.0744  0.4782
H: 1.9680 -0.0014 -1.5450  0.3126
H: 3.2427 -0.6953 2.6685  0.2884
H: 4.6642 -2.9551 2.9972  -0.0446
H: 5.9413 -4.0975 0.8536  0.3412
H: 5.8283 -2.9042 -1.5926  0.3263
H: 4.4108 -0.6626 -1.9173  0.3574
H: -0.1538 -0.2832 -1.6770  0.4418
H: -3.8277 1.0741 -1.0200  0.0688
H: -1.0246 1.7820 -3.6501  0.3774
H: -2.8370 -0.5987 2.2069  -0.3940
H: -3.6569 0.5978 1.0514  0.2660
H: -3.1234 -1.7949 -0.5871  0.2323
H: -3.7445 -2.4807 0.9933  0.4523
H: -6.0622 0.7042 -1.5234  0.1949
H: -5.5462 -0.0540 -3.1677  0.1945
H: -7.2058 -0.4858 -2.4406  0.3848
C: -5.5772 6.1475 -2.4810  -0.4205
C: -5.6253 4.7884 -1.8594  0.6038
O: -7.0061 4.5638 -1.6747  -0.3501
C: -7.6239 5.2727 -2.6636  0.5749
O: -8.7612 5.1147 -2.9923  -0.4922
O: -6.7795 6.1784 -3.2360  -0.3195
F: -5.0227 4.7871 -0.6445  -0.2571
H: -5.5929 6.9511 -1.7391  0.2908
H: -4.7060 6.2812 -3.1244  0.2658
H: -5.2042 3.9937 -2.4827  0.0593
C: -2.4754 -6.4298 -2.4046  -0.2564
C: -3.9254 -6.2281 -2.1032  0.4085
O: -3.9304 -5.9470 -0.7170  -0.3005
C: -2.7306 -5.3582 -0.4620  0.6567
O: -2.4828 -4.7426 0.5377  -0.5691
O: -1.8483 -5.5457 -1.4820  -0.3029
F: -4.6286 -7.3643 -2.3147  -0.2921
H: -2.1424 -7.4519 -2.2114  0.2656
H: -2.2241 -6.1683 -3.4312  0.1161
H: -4.3881 -5.3996 -2.6477  0.2548
C: 5.4397 -4.2779 6.2958  -0.4110
C: 5.2259 -3.0914 7.1801  0.2825
O: 4.4433 -2.2287 6.3786  -0.2810
C: 3.7314 -3.0458 5.5545  0.6999
O: 2.7717 -2.6975 4.9268  -0.5536
O: 4.2390 -4.3099 5.5356  -0.2939
F: 6.3979 -2.4754 7.4588  -0.2838
H: 6.2926 -4.1538 5.6225  0.2811
H: 5.5712 -5.2012 6.8617  0.2699
H: 4.6937 -3.3129 8.1098  0.3021
C: -0.3957 7.6334 3.8818  -0.5445
C: 0.4977 6.4859 4.2267  0.7938
O: -0.4105 5.4455 4.5266  -0.2987
C: -1.5186 5.7065 3.7754  0.5660
O: -2.3860 4.9117 3.5578  -0.4521
O: -1.5137 6.9824 3.2958  -0.3247
F: 1.2269 6.7557 5.3373  -0.3381
H: -0.7218 8.1933 4.7630  0.3415
H: 0.0686 8.3259 3.1782  0.2442
H: 1.1596 6.1721 3.4152  0.0756
C: 0.2356 6.8747 -1.3354  0.0624
C: 1.6349 7.0244 -1.8403  0.4055
O: 2.3180 7.5815 -0.7345  -0.3488
C: 1.6570 7.1264 0.3641  0.5695
O: 2.0946 7.1626 1.4791  -0.4445
O: 0.4366 6.6145 0.0446  -0.1859
F: 1.6899 7.9021 -2.8682  -0.3024
H: -0.3548 7.7882 -1.4497  0.2564
H: -0.2940 6.0530 -1.8161  -0.3018
H: 2.1115 6.0834 -2.1310  0.2691
C: 1.1029 -7.0877 -6.0289  -0.1563
C: 1.5877 -8.0014 -4.9528  0.4519
O: 0.4917 -8.0565 -4.0595  -0.3146
C: -0.6140 -7.8600 -4.8301  0.6784
O: -1.7329 -8.1044 -4.4758  -0.5667
O: -0.2925 -7.3582 -6.0552  -0.3295
F: 2.6467 -7.4661 -4.3032  -0.3043
H: 1.2628 -6.0323 -5.7904  0.2726
H: 1.5617 -7.3021 -6.9929  -0.0144
H: 1.8341 -9.0100 -5.2968  0.3078
C: 5.0216 6.4280 2.6672  0.0421
C: 5.7780 5.1390 2.7069  0.3037
O: 6.9890 5.4548 2.0530  -0.3185
C: 7.1928 6.7830 2.2880  0.5983
O: 8.2367 7.3415 2.1239  -0.5072
O: 6.0606 7.3936 2.7402  -0.3249
F: 5.1403 4.1779 1.9932  -0.2482
H: 4.4660 6.5628 1.7356  -0.0270
H: 4.3305 6.5313 3.5053  0.1937
H: 5.9896 4.7720 3.7156  0.2509
C: -5.1834 0.3693 5.6893  -0.4559
C: -3.8381 -0.0472 5.1844  0.2095
O: -3.2565 1.1715 4.7672  -0.0673
C: -3.8145 2.1283 5.5658  0.3936
O: -3.3756 3.2293 5.6895  -0.4391
O: -4.9261 1.6666 6.2054  -0.3340
F: -3.9540 -0.8617 4.1035  -0.2696
H: -5.9304 0.4362 4.8930  0.2822
H: -5.5601 -0.2950 6.4685  0.2972
H: -3.2012 -0.5197 5.9379  0.2715
C: 4.0526 -9.4324 -10.0869  -0.4654
C: 2.6015 -9.2324 -9.7872  0.2812
O: 2.5948 -8.9503 -8.4012  -0.2869
C: 3.7966 -8.3597 -8.1454  0.6690
O: 4.0447 -7.7441 -7.1477  -0.4872
O: 4.6780 -8.5486 -9.1656  -0.3251
F: 1.8997 -10.3693 -9.9987  -0.2677
H: 4.3864 -10.4555 -9.8922  0.2841
H: 4.3053 -9.1710 -11.1154  0.2838
H: 2.1391 -8.4048 -10.3330  0.3082